No. 1
Entry from OMol25: C27H26BrF40NO5P as an isolated structure (the ωB97M-V functional and the def2-TZVPD basis).

## Properties
Spin multiplicity: 1
HOMO level in eV: -3.001
Charge: -1
Energy above the lowest of the compared OMol25 structures with the same formula, charge and spin in kJ/mol: 0.0
LUMO level in Eh: 0.0473
E in eV: -228179.1646

Positions of all 101 atoms, in Å:
H  -2.213  -7.356  -4.579
F  5.465  -7.939  1.535
H  -3.951  4.372  2.813
F  3.424  -7.301  1.127
C  0.480  -0.903  -0.481
F  1.040  13.952  -0.900
F  3.327  8.379  -0.476
F  2.972  10.482  0.027
C  1.884  -4.539  -1.077
H  3.746  -8.041  -1.300
C  1.871  -4.412  -2.602
C  0.322  -8.209  -2.001
F  -6.416  0.066  1.018
F  2.586  -1.238  -1.541
F  -0.178  -1.839  -1.193
F  -3.822  7.340  3.748
C  0.122  12.173  0.326
O  -2.640  5.127  1.382
F  1.111  -5.400  -3.099
F  0.895  7.682  0.344
H  -4.198  5.809  4.981
H  0.023  -0.810  0.504
F  -7.118  2.382  -1.508
F  -4.628  6.202  1.411
H  3.118  -4.144  0.565
H  2.841  8.993  1.359
C  4.513  -10.379  1.814
C  -3.916  1.897  -0.672
H  -0.732  9.125  0.970
H  4.894  -9.915  2.725
F  0.884  9.143  -1.292
H  3.711  -11.053  2.112
O  -0.450  10.939  0.227
F  5.586  -8.822  -1.158
H  -3.382  2.833  -0.519
F  1.365  11.925  -1.673
F  -8.185  0.222  -0.272
C  -7.156  0.910  0.274
F  -3.744  0.950  1.489
C  -3.488  5.977  0.731
H  0.476  10.018  1.849
F  5.307  -11.482  -0.129
H  -1.264  -6.437  -3.402
O  3.878  -9.446  0.974
F  -4.325  -1.111  -0.322
C  1.126  8.994  0.029
Br  0.210  -11.085  -5.198
C  1.963  -1.267  -0.348
N  0.614  -9.296  -4.584
F  7.323  -9.747  0.782
C  7.038  -10.927  1.369
F  5.433  -12.506  1.810
H  -0.580  -6.749  -5.013
F  7.802  -11.884  0.792
C  4.377  -8.191  0.770
C  -3.103  -0.556  -0.216
F  5.170  -6.690  -0.848
C  -2.901  4.633  2.680
F  -2.372  7.908  1.503
F  1.356  -3.217  -2.980
F  -1.978  4.564  4.803
C  -3.359  6.383  4.579
P  -0.572  -8.790  -3.537
H  0.172  -7.136  -1.839
C  5.565  -11.298  1.178
H  -3.796  1.638  -1.724
C  -1.197  -7.172  -4.214
C  0.477  12.731  -1.057
F  -2.397  -1.241  0.716
F  1.187  12.189  1.150
C  -3.207  0.898  0.247
F  -2.712  6.986  5.602
H  -1.921  7.092  -0.271
H  -7.546  1.709  0.908
C  -6.309  1.508  -0.856
H  7.286  -10.875  2.432
F  -0.805  13.016  0.845
F  -3.823  5.382  -0.439
O  2.117  -2.449  0.307
F  -5.931  0.569  -1.740
H  -2.336  3.703  2.725
C  2.613  9.213  0.312
F  2.519  -0.292  0.420
F  0.375  0.279  -1.144
F  0.623  -4.516  -0.597
H  -0.424  12.816  -1.667
C  4.663  -7.945  -0.717
C  -2.372  5.464  3.856
O  -5.255  2.219  -0.356
F  2.403  -5.775  -0.838
H  2.883  -4.513  -3.004
C  -2.783  7.287  0.370
F  -1.284  6.171  3.478
H  3.644  -3.266  -0.855
H  -2.580  -0.628  -1.173
C  2.764  -3.563  -0.285
H  -0.136  -8.722  -1.150
F  -1.915  1.334  0.345
F  -3.651  8.100  -0.269
C  0.109  9.799  0.845
H  1.396  -8.415  -2.037

No. 2
Entry from OMol25: a 9-piece molecular cluster, C44H126N17O17P7 overall at a distorted geometry (the ωB97M-V functional and the def2-TZVPD basis).

## Properties
Spin multiplicity: 1
HOMO level in eV: -8.112
Energy above the lowest of the compared OMol25 structures with the same formula, charge and spin in kJ/mol: 981.2
LUMO level in Eh: 0.0053
E in eV: -172828.7574
Structure (SMILES): CN(C)P(=O)(N(C)C)N(C)C.CN(C)P(=O)(N(C)C)N(C)C.CN(C)P(=O)(N(C)C)N(C)C.CN(C)P(=O)(N(C)C)N(C)C.CN(C)P(=O)(N(C)C)N(C)C.CCOP(=O)(OCC)OCC.CCOP(=O)(OCC)OCC.C[N+](=O)[O-].C[N+](=O)[O-]

Positions of all 211 atoms, in Å:
C  -6.123  -6.221  0.868
N  5.018  -6.431  2.794
C  -5.146  6.211  2.097
H  6.204  -6.284  4.476
N  -1.985  1.173  -10.593
C  10.509  -2.163  -3.956
C  -11.611  -0.496  -3.066
H  -11.283  -0.759  -2.060
H  11.567  -2.291  -2.051
C  -1.328  1.367  -7.515
H  -2.513  -5.880  -1.478
H  -1.635  1.687  0.176
H  -5.375  1.893  0.832
H  5.817  -0.410  10.238
O  5.297  -3.685  2.614
C  5.306  -6.823  4.177
H  3.737  -4.888  -0.498
H  3.700  1.284  8.198
P  -3.370  4.270  1.288
C  5.663  0.512  9.678
H  5.038  2.156  14.589
H  -1.529  0.956  -6.526
H  0.053  -1.362  -7.451
H  4.917  -0.964  14.008
H  11.254  -2.563  -4.644
H  -3.788  0.933  -9.494
H  -5.713  -5.711  1.739
H  -1.708  4.142  4.655
C  5.102  -0.503  13.038
H  -3.522  4.358  4.415
H  4.505  -6.682  4.903
O  -6.788  -6.470  -2.041
C  -1.361  5.593  2.441
H  5.541  0.346  8.608
N  2.723  1.790  12.269
C  5.833  1.603  14.088
H  3.699  2.768  9.140
H  -12.034  4.446  -3.818
C  -4.376  1.832  0.400
O  11.843  0.221  -0.254
C  -4.501  -5.739  -4.160
H  2.446  3.861  12.438
N  7.544  -5.290  2.407
H  7.347  -7.423  2.570
N  -2.385  4.554  2.632
H  -4.681  6.930  1.423
C  8.624  0.901  -0.489
H  -12.630  -0.132  -2.930
C  -3.149  0.370  -10.175
H  -5.761  4.455  3.589
C  -10.597  2.268  -8.228
H  1.402  0.819  13.397
H  9.079  -6.708  2.519
H  -9.726  0.144  -3.624
C  -10.367  5.975  -4.146
N  -3.301  2.565  1.126
H  9.941  -1.456  -4.561
P  4.341  1.875  11.700
H  -3.122  2.784  -11.339
H  -3.874  -4.947  -4.569
H  6.664  2.263  13.837
H  9.243  -4.703  3.250
H  -5.690  -10.586  -1.059
C  -5.273  -9.636  -0.724
P  -5.420  -6.884  -1.651
O  -3.082  4.944  -0.001
H  -4.352  -9.916  -0.214
C  -2.572  4.020  4.002
H  -3.359  -7.769  0.215
H  -3.139  10.400  -2.871
N  -5.125  -8.640  -1.873
H  -0.948  -1.955  -10.032
H  -12.569  2.408  -7.620
H  -10.939  2.237  -9.263
C  6.018  -6.456  -0.302
N  5.675  -5.201  0.400
H  0.894  0.217  -6.965
C  -2.771  10.332  -3.895
H  -10.218  1.288  -7.936
H  -10.612  6.933  -3.687
O  12.064  1.499  -2.471
H  8.140  -6.760  1.134
N  -4.167  -6.283  -2.734
H  14.498  0.684  1.818
H  1.956  -1.710  -11.254
H  -5.267  2.885  2.803
H  6.383  1.330  9.641
O  -4.596  11.388  -5.010
H  7.965  -3.543  3.362
C  8.185  -4.602  3.493
H  -3.134  -6.219  0.836
N  0.097  10.862  8.345
P  -0.330  0.896  -10.060
H  -1.154  12.225  9.490
H  -6.567  3.697  2.113
C  1.883  2.960  12.194
H  8.365  0.187  -1.271
H  -11.815  3.901  -7.824
H  11.852  0.567  1.649
H  -4.623  2.326  -0.540
H  9.897  -2.950  -3.515
H  6.315  0.944  14.809
H  -11.677  -1.406  -3.663
H  3.804  -6.873  1.215
H  -5.223  -8.571  -3.963
H  2.784  -0.262  12.682
H  1.428  3.056  11.208
H  -1.783  6.509  2.854
N  -5.050  -6.524  -0.031
H  4.559  -3.450  0.055
H  7.074  -6.692  -0.434
C  -3.908  -6.978  0.726
H  3.632  -8.025  2.526
H  4.414  -0.963  12.328
H  3.076  -6.364  2.816
H  -4.133  -7.286  1.747
C  1.524  -0.717  -11.379
H  2.172  0.073  -10.998
C  -5.398  -9.275  -3.150
H  -2.026  11.017  -4.299
H  2.474  1.388  9.271
C  -5.645  3.897  2.659
H  8.961  0.445  0.443
H  6.060  -0.844  12.647
O  -11.381  3.400  -5.998
H  -6.684  -7.098  1.189
C  -2.099  1.746  1.161
P  -10.326  2.672  -4.934
H  -0.155  -2.588  -11.434
H  -9.833  3.027  -8.399
O  -8.977  2.327  -5.513
P  5.833  -4.983  2.142
H  12.794  1.872  0.645
C  12.568  0.830  0.870
H  -1.475  2.879  -11.655
O  10.436  -0.568  -2.282
O  -4.077  9.325  -5.660
H  -2.567  2.954  3.775
H  -1.092  12.484  7.656
H  7.492  2.679  0.239
H  -4.701  -10.096  -3.321
O  9.724  1.663  -1.046
C  -10.642  0.616  -3.267
H  -0.464  5.242  2.952
H  -10.986  4.826  -2.517
H  -4.116  0.775  0.350
H  -6.227  6.342  2.067
O  -11.220  1.435  -4.318
H  13.798  -0.942  1.238
O  4.858  3.277  11.675
N  4.402  1.105  10.159
N  -4.808  4.764  1.847
O  -10.221  3.561  -3.667
H  -2.973  -0.534  -9.591
H  -2.203  3.134  -9.987
C  -10.997  4.700  -3.599
C  3.517  1.694  9.191
H  12.228  -1.105  -3.196
H  -1.064  5.804  1.413
N  0.114  -0.454  -11.011
H  -10.534  1.268  -2.400
C  -0.568  12.207  8.571
H  1.300  0.233  11.845
C  13.973  0.117  1.048
C  3.817  -6.975  2.300
C  8.033  -6.655  2.214
H  -9.278  6.011  -4.164
C  7.380  1.806  -0.403
N  -0.527  0.449  -8.407
H  -6.803  -5.533  0.366
H  -1.609  -1.437  -11.519
H  -2.227  1.679  -8.047
H  5.558  -6.426  -1.290
P  11.071  0.772  -1.615
H  -2.434  -7.451  -2.353
C  0.472  -0.403  -7.755
C  2.054  0.539  12.570
C  -0.660  -1.701  -11.052
C  -2.164  2.523  -10.889
H  -4.565  -6.569  -4.864
H  5.209  -4.298  -1.314
O  0.598  2.059  -10.205
N  -3.906  10.378  -4.963
H  1.349  -0.695  -8.334
O  1.097  10.716  7.650
H  6.559  1.153  -0.106
H  8.041  -5.100  4.452
H  -1.441  2.080  1.964
H  -4.861  6.222  3.149
H  -5.949  -9.269  0.048
H  -5.530  -5.390  -4.077
H  -3.767  -0.015  -10.986
N  5.253  0.951  12.881
H  0.211  12.969  8.548
H  -2.054  -6.133  -3.208
H  -2.291  9.366  -4.051
C  11.315  -1.582  -2.840
H  -2.289  0.729  1.503
H  5.591  -7.303  0.235
H  -0.803  2.316  -7.409
H  5.535  -7.887  4.234
H  1.640  -0.565  -12.452
H  1.090  2.888  12.938
C  -2.739  -6.406  -2.405
C  4.724  -4.448  -0.350
H  14.622  0.026  0.177
H  7.127  2.217  -1.381
O  -0.494  9.901  8.850
C  -11.667  2.944  -7.324
H  -10.757  6.064  -5.160
H  -6.436  -9.608  -3.140

No. 3
Entry from OMol25: C14H21N3O5RhS3Se as an isolated structure (the ωB97M-V functional and the def2-TZVPD basis).

## Properties
Spin multiplicity: 6
⟨S²⟩: 8.775
HOMO level (alpha / beta) in eV: 0.958 / -1.834
Charge: -2
Energy above the lowest of the compared OMol25 structures with the same formula, charge and spin in kJ/mol: 31.6
LUMO level (alpha / beta) in Eh: 0.1478 / 0.1476
E in eV: -130421.1497

Positions of all 48 atoms, in Å:
H  1.252  -1.475  -2.015
C  3.192  1.356  2.454
H  -3.047  -2.489  1.742
O  -0.941  2.076  -1.630
H  0.171  4.026  -5.760
H  2.141  1.590  5.673
Se  -2.449  1.365  -1.911
H  4.239  1.526  4.273
N  1.948  1.289  1.828
C  3.257  1.471  3.815
H  -0.182  1.052  -6.326
C  -2.046  -2.361  1.320
C  -1.013  -2.786  2.368
H  -1.931  -1.320  1.024
N  1.418  -2.485  1.426
C  0.347  -2.615  1.820
O  -3.654  2.414  -1.671
Rh  0.247  0.619  -0.582
H  -0.405  -2.240  4.385
C  -0.305  1.912  -5.657
C  2.095  1.507  4.595
H  0.670  3.109  -7.203
S  2.210  1.540  -2.595
S  -0.699  1.142  1.634
H  -0.997  -0.883  3.404
C  1.388  1.878  -3.989
H  -2.144  -2.077  4.050
N  0.150  1.573  -4.327
H  -0.454  -4.598  3.449
H  -0.098  1.400  4.453
H  4.036  1.305  1.786
H  -1.081  -4.893  1.817
H  -2.189  -4.428  3.119
O  -2.342  0.880  -3.481
H  -0.572  1.222  -3.672
O  1.965  1.087  0.481
S  2.170  2.756  -5.337
C  0.562  3.075  -6.120
C  0.234  -1.227  -1.718
O  -2.475  0.079  -0.898
C  0.839  1.391  3.912
H  -0.200  -1.995  -1.081
C  -1.141  -1.938  3.637
H  -1.968  -2.975  0.422
C  -1.188  -4.274  2.709
C  0.779  1.277  2.544
H  -1.365  2.160  -5.604
H  -0.421  -1.019  -2.565